ORCA calculation (ωB97M-V/def2-TZVPD) on a structure of composition C23H23F7LiN3O2SbSi.

Calculated values
LUMO energy (spin up / spin down) = 4.52 / 3.37 eV
spin multiplicity = 2
gap between HOMO and LUMO (spin up / spin down) = 6.3 / 5.1 eV
highest occupied orbital energy (spin up / spin down) = -0.0643 / -0.0640 Ha
total charge = -2

Geometry (Å):
Li -0.946 0.526 -0.566
O -0.837 2.460 -0.982
C -0.075 2.984 -1.907
C -0.199 4.355 -2.239
C 0.611 4.957 -3.174
C 1.602 4.228 -3.836
C 1.738 2.891 -3.524
C 0.932 2.237 -2.579
C 1.251 0.818 -2.386
N 0.750 -0.045 -1.584
N 1.410 -1.268 -1.696
C 0.955 -2.227 -0.908
O 0.033 -2.225 -0.063
C 1.737 -3.523 -1.082
C 2.882 -3.621 -1.870
C 3.557 -4.828 -1.991
C 3.095 -5.961 -1.328
C 1.954 -5.871 -0.541
C 1.285 -4.659 -0.417
H -0.970 4.912 -1.723
H 0.471 6.012 -3.392
H 2.243 4.693 -4.575
H 2.499 2.302 -4.027
H 2.072 0.464 -3.020
H 3.215 -2.730 -2.384
H 4.448 -4.888 -2.607
H 3.620 -6.905 -1.425
H 1.585 -6.748 -0.021
H 0.399 -4.552 0.197
C -0.289 2.213 3.367
Si 0.602 0.930 2.339
C 1.615 -0.254 3.401
C 1.743 1.734 1.121
N -0.643 0.057 1.464
C -1.582 -0.755 1.905
C -1.766 -1.188 3.252
C -2.809 -2.010 3.609
C -3.725 -2.447 2.647
C -3.592 -2.061 1.316
C -2.544 -1.249 0.969
F -2.415 -0.877 -0.297
H 0.416 2.902 3.843
H -0.904 1.756 4.147
H -0.944 2.782 2.700
H 2.522 0.250 3.751
H 1.917 -1.115 2.797
H 1.078 -0.622 4.278
H 2.547 2.271 1.633
H 1.178 2.438 0.503
H 2.183 0.986 0.457
H -1.062 -0.838 3.994
H -2.928 -2.316 4.641
H -4.552 -3.084 2.938
H -4.294 -2.367 0.553
F -2.596 1.264 -2.031
Sb -3.116 2.746 -0.848
F -2.327 4.356 -0.122
F -2.555 1.906 0.789
F -4.678 3.739 -0.291
F -4.526 1.391 -0.674
F -3.268 3.674 -2.502

Force components x, y, z for each atom (eV/Å):
Li 0.1 0.2 -0.2
O 0.2 -0.1 -0.1
C 0.0 0.0 0.1
C -0.1 0.0 0.0
C 0.0 0.0 0.0
C 0.0 0.0 0.0
C 0.0 0.0 0.0
C 0.0 -0.1 0.0
C 0.1 0.1 0.0
N 0.0 0.1 -0.1
N 0.0 0.0 -0.1
C 0.0 0.1 0.2
O 0.0 0.0 -0.1
C 0.0 0.0 0.0
C 0.0 0.0 0.0
C 0.0 0.0 0.0
C 0.0 0.0 0.0
C 0.0 0.0 0.0
C 0.0 0.0 0.0
H 0.1 0.0 0.0
H 0.0 0.0 0.0
H 0.0 0.0 0.0
H 0.0 0.0 0.0
H 0.0 0.0 0.0
H 0.0 0.0 0.0
H 0.0 0.0 0.0
H 0.0 0.0 0.0
H 0.0 0.0 0.0
H 0.0 0.0 0.0
C 0.1 0.1 0.0
Si -0.2 -0.3 0.0
C 0.1 0.1 0.0
C 0.0 0.0 -0.1
N 0.1 0.1 0.1
C 0.0 0.0 0.0
C 0.0 0.0 0.0
C 0.0 0.0 0.0
C 0.0 0.0 0.0
C 0.0 0.0 0.1
C 0.1 0.0 0.0
F -0.1 0.0 0.0
H 0.0 0.0 0.0
H 0.0 0.0 0.0
H 0.0 0.0 0.1
H 0.0 0.0 0.0
H 0.0 0.0 0.0
H 0.0 0.0 0.0
H 0.0 0.0 0.0
H 0.1 0.0 0.0
H 0.0 0.0 0.0
H 0.0 0.0 0.0
H 0.0 0.0 0.0
H 0.0 0.0 0.0
H 0.0 0.0 0.0
F 0.1 -0.1 0.0
Sb -0.2 -0.6 0.2
F 0.1 0.0 0.1
F -0.1 0.0 0.1
F 0.0 0.2 0.1
F -0.1 0.2 -0.1
F 0.0 0.0 -0.1

Taken from the Mulliken analysis, the atomic charges in e are: 1.212, 0.023, 0.072, -0.750, -0.594, -0.728, -0.931, 1.242, -0.750, 0.810, -0.936, -0.104, -0.700, 0.376, -0.163, -0.601, -0.339, -0.554, -0.367, 0.398, 0.365, 0.349, 0.293, 0.093, 0.401, 0.349, 0.344, 0.363, 0.447, -1.037, -0.127, -1.173, -0.710, 0.512, 0.833, -0.456, -0.893, -0.350, -0.847, 0.431, -0.374, 0.389, 0.297, 0.282, 0.348, 0.321, 0.354, 0.470, -0.051, 0.222, 0.152, 0.389, 0.355, 0.447, -0.597, 2.104, -0.582, -0.621, -0.564, -0.583, -0.564

***

ORCA calculation (ωB97M-V/def2-TZVPD) on a structure of composition C23H23IrN6O4S at a distorted geometry.

Calculated values
LUMO energy (spin up / spin down) = -1.16 / -1.16 eV
gap between HOMO and LUMO (spin up / spin down) = 6.3 / 6.3 eV
highest occupied orbital energy (spin up / spin down) = -0.2728 / -0.2728 Ha

Geometry (Å):
Ir -0.194 0.370 -0.206
N -3.145 -2.298 1.949
C -2.247 -1.391 1.519
S -2.090 -1.224 -0.208
N -1.589 -0.693 2.388
N -0.556 0.048 1.986
C -0.098 0.928 2.842
C 1.111 1.647 2.717
C 1.436 2.638 3.661
C 2.595 3.364 3.563
C 3.468 3.143 2.489
C 3.190 2.190 1.551
C 2.029 1.378 1.638
O 1.837 0.438 0.795
H -3.705 -2.784 1.271
H -3.325 -2.399 2.933
H -0.692 1.105 3.737
H 0.744 2.818 4.473
H 2.833 4.112 4.303
H 4.370 3.732 2.403
H 3.861 2.014 0.725
C 1.747 -1.563 -3.529
C 2.134 -0.935 -2.191
C 3.576 -1.244 -1.817
O 1.245 -1.408 -1.199
C 1.959 0.650 -2.401
O 2.868 1.220 -2.967
O 0.864 1.102 -2.000
H 1.911 -2.639 -3.482
H 2.353 -1.146 -4.329
H 0.698 -1.371 -3.739
H 3.740 -2.321 -1.838
H 3.799 -0.862 -0.822
H 4.250 -0.768 -2.523
H 1.732 -1.431 -0.363
C -2.746 3.694 -1.355
C -2.406 2.530 -0.692
N -1.237 2.380 -0.060
C -0.388 3.400 -0.039
C -0.640 4.613 -0.676
C -1.844 4.746 -1.366
C 0.367 5.671 -0.688
C 0.962 6.237 0.369
C 0.644 6.026 1.771
C 1.262 6.812 2.755
C 0.904 6.573 4.070
N -0.001 5.663 4.402
C -0.545 4.995 3.399
N -0.273 5.120 2.119
H -3.699 3.770 -1.858
H -3.086 1.688 -0.663
H 0.542 3.250 0.493
H -2.075 5.663 -1.888
H 0.650 6.011 -1.677
H 1.719 6.990 0.193
H 1.980 7.575 2.496
H 1.347 7.125 4.891
H -1.306 4.270 3.656

Force components x, y, z for each atom (eV/Å):
Ir 1.1 -0.5 1.9
N -0.3 -0.1 -0.1
C 0.8 0.9 -0.1
S 0.8 1.1 -1.0
N -1.1 -1.1 1.2
N 0.2 1.7 -2.2
C -0.6 -1.0 -0.4
C 1.0 0.6 -1.0
C -0.1 -0.3 -0.1
C 0.1 0.2 0.1
C -0.2 0.1 0.3
C -0.2 -0.5 -0.1
C 0.2 1.2 1.4
O -0.9 -0.3 -1.9
H 0.0 0.0 0.2
H 0.0 0.0 0.0
H 0.1 -0.5 0.1
H 0.0 0.0 0.1
H 0.0 0.1 0.1
H 0.1 0.1 0.0
H 0.0 -0.1 -0.2
C 0.0 -0.2 0.4
C 0.7 1.7 -1.3
C -0.3 -0.2 0.0
O -1.3 0.1 1.6
C 1.9 -3.0 0.2
O -0.1 0.7 -0.2
O -3.2 1.3 1.6
H -0.1 -0.1 -0.1
H 0.1 0.1 0.0
H -0.1 0.0 -0.1
H 0.0 -0.1 0.0
H 0.0 0.1 0.1
H 0.0 0.0 0.0
H 0.2 -0.1 0.1
C 0.0 -0.1 0.3
C -0.7 -0.1 -0.2
N 1.2 -1.8 -0.7
C 0.3 0.2 -0.1
C -0.7 -0.4 -0.1
C 0.5 -0.2 0.2
C 0.4 0.4 0.3
C -0.1 0.0 -0.6
C 0.1 0.2 0.9
C -0.2 -0.3 -0.2
C 0.1 0.1 -0.1
N -0.1 0.0 0.4
C -0.2 0.0 0.1
N 0.0 0.1 -0.3
H 0.0 -0.1 0.0
H 0.2 -0.1 -0.1
H 0.1 -0.1 -0.1
H 0.0 0.1 -0.1
H 0.1 0.1 0.0
H 0.0 0.0 -0.1
H 0.1 0.0 0.0
H 0.1 0.1 0.0
H -0.1 -0.1 0.1

Taken from the Mulliken analysis, the atomic charges in e are: 2.344, -0.413, 0.662, -0.449, -1.362, 0.625, -0.898, 1.444, -0.740, -0.572, -0.918, -0.256, -0.261, -0.989, 0.183, 0.235, 0.387, 0.544, 0.492, 0.422, 0.471, -1.799, 1.740, -1.673, -0.590, 0.410, -0.680, -0.937, 0.422, 0.367, 0.402, 0.423, 0.377, 0.358, 0.298, -0.796, -0.491, -0.356, 0.228, 0.218, -0.384, -1.025, -0.795, 1.324, -0.683, -0.376, -0.524, -0.312, -0.149, 0.423, 0.468, 0.531, 0.511, 0.445, 0.355, 0.400, 0.404, 0.518

***

ORCA calculation (ωB97M-V/def2-TZVPD) on a cluster of 2 separate species, C23H23N2O4S in total at a distorted geometry.

Calculated values
LUMO energy = 2.06 eV
gap between HOMO and LUMO = 4.9 eV
highest occupied orbital energy = -0.1054 Ha
total charge = -1

Geometry (Å):
C 6.184 -2.722 -2.188
C 4.954 -1.865 -2.227
C 4.356 -1.464 -1.027
C 3.213 -0.663 -1.022
C 2.638 -0.276 -2.241
S 1.285 0.913 -2.268
N -0.107 0.045 -1.879
C -1.233 0.505 -1.441
C -2.388 -0.343 -1.692
C -3.734 0.081 -1.752
C -4.743 -0.855 -2.018
C -4.428 -2.215 -2.164
C -3.089 -2.637 -2.154
C -2.089 -1.691 -1.938
O 1.495 1.875 -1.213
O 1.160 1.312 -3.647
C 3.235 -0.662 -3.451
C 4.381 -1.458 -3.437
H 6.528 -2.978 -3.190
H 7.013 -2.236 -1.663
H 5.981 -3.652 -1.652
H 4.814 -1.770 -0.082
H 2.783 -0.319 -0.086
H -1.360 1.497 -0.952
H -3.960 1.139 -1.606
H -5.785 -0.533 -2.096
H -5.206 -2.958 -2.293
H -2.797 -3.674 -2.298
H -1.034 -1.969 -1.944
H 2.815 -0.318 -4.393
H 4.857 -1.757 -4.377
C -0.462 5.596 2.115
C 0.016 4.249 2.606
O -0.912 3.262 2.100
C -0.575 2.010 2.550
C -1.618 1.057 2.190
C -1.773 -0.136 2.911
C -0.679 -0.794 3.569
C -0.925 -2.000 4.230
N -2.145 -2.540 4.298
C -3.181 -1.952 3.692
C -3.054 -0.775 2.954
O 0.473 1.836 3.188
H 0.251 6.379 2.397
H -0.519 5.614 1.017
H -1.439 5.852 2.562
H 1.011 3.996 2.207
H 0.051 4.234 3.709
H -2.420 1.430 1.557
H 0.319 -0.367 3.582
H -0.106 -2.525 4.736
H -4.153 -2.435 3.794
H -3.901 -0.345 2.429

Force components x, y, z for each atom (eV/Å):
C 0.2 -0.2 0.0
C -0.4 0.2 0.0
C -0.2 0.2 -0.1
C 0.0 0.0 -0.3
C 0.3 -0.1 0.0
S -1.0 0.2 1.4
N 0.2 0.2 -0.9
C 1.7 1.0 -0.3
C -1.1 -1.1 0.1
C 0.7 -0.2 0.1
C 0.2 -0.1 0.1
C 0.5 0.2 -0.1
C -0.1 0.8 0.2
C -0.3 -0.5 0.0
O 0.4 -0.1 -0.7
O -0.1 0.0 0.4
C -0.2 0.1 0.3
C 0.0 0.0 0.2
H 0.0 0.0 0.0
H -0.1 0.1 -0.1
H 0.0 0.0 -0.1
H -0.2 0.1 -0.3
H 0.0 -0.1 -0.1
H 0.2 -0.5 -0.4
H -0.1 -0.3 0.0
H 0.4 -0.1 0.1
H -0.1 0.2 -0.1
H -0.3 0.1 0.0
H -0.5 0.0 0.1
H 0.0 -0.1 0.2
H -0.2 0.1 0.3
C -0.1 0.3 -0.1
C -0.2 -0.1 -0.5
O 0.8 1.0 0.6
C -0.8 -1.8 -0.3
C 1.3 1.4 0.2
C 0.1 -0.6 -0.4
C -0.6 -0.8 0.6
C -0.5 1.4 -0.7
N -0.3 -1.2 0.7
C 0.7 0.9 -0.6
C 0.7 -0.8 0.6
O -0.8 0.2 -0.4
H -0.1 -0.1 0.1
H -0.2 -0.1 0.3
H 0.3 -0.1 -0.3
H -0.2 0.2 0.3
H 0.0 -0.2 -0.4
H -0.1 0.0 0.4
H -0.3 0.0 -0.2
H -0.3 0.1 -0.1
H 0.1 0.0 0.0
H 0.1 0.0 0.1

Taken from the Mulliken analysis, the atomic charges in e are: -1.370, 0.953, -0.729, -0.470, -0.006, 1.289, -0.339, -0.181, 0.598, -0.321, -0.563, -0.313, -0.605, -0.332, -0.618, -0.727, -0.352, -0.658, 0.352, 0.314, 0.322, 0.344, 0.550, 0.285, 0.385, 0.336, 0.373, 0.363, 0.397, 0.434, 0.260, -1.181, -0.179, -0.314, 0.408, -0.712, 0.918, -0.463, -0.247, -0.766, -0.251, -0.567, -0.757, 0.391, 0.273, 0.273, 0.265, 0.288, 0.324, 0.359, 0.324, 0.328, 0.315

***

ORCA calculation (ωB97M-V/def2-TZVPD) on a structure of composition C23H23N4O8PReS at a distorted geometry.

Calculated values
LUMO energy (spin up / spin down) = 0.06 / -1.83 eV
spin multiplicity = 4
gap between HOMO and LUMO (spin up / spin down) = 7.6 / 5.7 eV
highest occupied orbital energy (spin up / spin down) = -0.2767 / -0.2764 Ha

Geometry (Å):
Re -0.899 -1.448 -2.006
N -0.480 -3.546 -1.896
C -1.603 -4.251 -2.549
C -2.904 -3.607 -2.056
O -3.913 -4.243 -1.836
N -2.740 -2.269 -1.878
C -3.740 -1.563 -1.110
C -3.013 -0.795 0.010
O -3.611 -0.258 0.910
O -1.717 -0.755 -0.164
H -0.354 -3.852 -0.931
H 0.402 -3.714 -2.383
H -1.531 -4.076 -3.625
H -1.622 -5.320 -2.336
H -4.262 -0.825 -1.727
H -4.475 -2.259 -0.700
O 2.486 -2.620 -1.563
S 1.814 -1.575 -0.844
O 0.867 -2.091 0.155
O 1.118 -0.578 -1.716
C 2.962 -0.537 0.114
C 4.343 -0.603 0.010
C 5.125 0.313 0.693
C 4.540 1.289 1.474
C 3.165 1.358 1.609
C 2.352 0.448 0.937
P 0.530 0.550 1.033
C 0.163 0.287 2.790
C -0.131 -0.998 3.233
C -0.511 -1.211 4.547
C -0.604 -0.140 5.424
C -0.262 1.135 4.999
C 0.128 1.352 3.687
C 0.194 2.292 0.680
C 0.998 2.983 -0.232
C 0.611 4.232 -0.692
C -0.598 4.780 -0.284
C -1.408 4.091 0.612
C -1.020 2.851 1.091
H 4.790 -1.367 -0.612
H 6.202 0.271 0.608
H 5.160 2.017 1.978
H 2.710 2.133 2.209
H -0.078 -1.814 2.530
H -0.745 -2.213 4.879
H -0.951 -0.299 6.436
H -0.300 1.968 5.688
H 0.380 2.347 3.349
H 1.922 2.532 -0.574
H 1.250 4.769 -1.381
H -0.907 5.745 -0.658
H -2.355 4.508 0.928
H -1.659 2.299 1.767
N -1.137 0.621 -2.713
N -0.980 0.584 -4.120
C -0.338 -0.542 -4.705
O 0.107 -0.421 -5.818
O -0.361 -1.616 -3.982
H -2.008 1.094 -2.473
H -0.355 1.097 -2.243
H -0.749 1.459 -4.572

Force components x, y, z for each atom (eV/Å):
Re -0.7 1.1 1.2
N 0.1 0.0 -0.1
C -0.6 -0.1 -0.1
C 0.3 -0.5 -0.2
O 0.1 0.1 -0.1
N 0.3 0.2 -0.6
C 0.0 0.3 0.3
C -0.8 -0.2 -0.3
O 0.2 0.0 -0.1
O 1.0 -0.4 -1.4
H 0.1 0.2 0.0
H 0.1 0.0 0.1
H 0.1 -0.1 0.0
H 0.1 0.1 0.0
H -0.1 -0.1 0.1
H 0.1 0.1 -0.1
O 0.3 0.3 -0.5
S 1.1 -0.6 2.8
O 0.2 -0.2 -0.8
O -1.1 -0.3 -1.1
C -0.8 0.7 0.1
C -0.3 -0.4 -0.3
C 0.2 -0.1 0.0
C 0.1 0.3 0.2
C 0.0 -0.4 -0.3
C 0.4 -0.2 -0.2
P -0.3 -0.2 -0.4
C 0.3 0.6 0.1
C -0.1 0.1 -0.1
C 0.0 0.0 0.0
C 0.0 0.0 0.0
C 0.0 0.1 0.1
C -0.1 -0.3 0.2
C 0.2 0.0 0.2
C -0.2 0.0 0.2
C -0.1 0.0 -0.1
C 0.0 0.1 0.0
C 0.0 -0.1 -0.1
C 0.1 0.1 -0.2
H 0.0 0.0 -0.1
H 0.0 0.0 0.0
H 0.1 0.0 0.1
H 0.0 0.0 0.1
H 0.0 -0.1 -0.1
H -0.1 0.0 0.0
H 0.1 0.0 0.0
H 0.0 0.0 0.0
H 0.0 0.1 0.1
H 0.1 0.1 0.0
H 0.0 0.0 0.0
H 0.0 0.1 0.0
H 0.0 0.1 0.0
H -0.1 0.0 0.0
N 0.2 -0.3 0.2
N 0.0 -0.1 -0.1
C -0.1 1.1 -0.7
O -0.1 -0.2 0.2
O -0.3 -0.8 1.5
H 0.1 -0.1 0.0
H -0.2 0.1 0.0
H 0.1 0.0 0.2

Taken from the Mulliken analysis, the atomic charges in e are: 1.905, -0.515, -0.558, 0.695, -0.664, -0.084, -0.769, 0.508, -0.634, -0.396, 0.331, 0.385, 0.270, 0.439, 0.224, 0.465, -0.741, 1.463, -0.601, -0.711, 0.161, -0.480, -0.599, -0.675, -0.181, -0.734, 1.605, 0.301, -0.366, -0.680, -0.548, -0.755, -0.261, 0.155, -0.618, -0.768, -0.526, -0.754, -0.580, 0.535, 0.396, 0.418, 0.407, 0.388, 0.422, 0.388, 0.413, 0.389, 0.410, 0.430, 0.409, 0.414, 0.496, -0.389, -0.339, 0.571, -0.632, -0.733, 0.372, 0.236, 0.290

***

What did we get for total energy? Answer: -2441.63024; -2022.21887; -1698.90484; -2529.09743 a.u., in the order shown.